{
  "formula": "FHNOS",
  "method": "ωB97M-V/def2-TZVPD",
  "symbols": ["N", "O", "F", "S", "H"],
  "coordinates": [[-1.362, 0.880, -0.910], [-2.156, 1.003, -2.025], [-0.331, 2.388, -0.691], [-0.125, -0.178, -1.039], [-0.016, 0.015, 0.238]],
  "forces_ev_per_angstrom": [[-5.8919, 2.1723, -3.6971], [3.5272, -0.5714, 3.8133], [0.1113, 0.1902, -0.1391], [1.3153, -1.4554, -1.2669], [0.9381, -0.3357, 1.2899]],
  "gap_ev": 7.286,
  "total_charge": -1,
  "homo_energy_ha": -0.12499,
  "e_above_lowest_kj_mol": 260.9
}